*w*
{"formula": "C17H22N4O4", "method": "the ωB97M-V functional and the def2-TZVPD basis", "elements": ["C", "N", "C", "C", "N", "C", "N", "O", "C", "C", "C", "C", "C", "C", "H", "O", "C", "O", "H", "H", "H", "H", "H", "H", "C", "C", "N", "C", "C", "H", "O", "C", "C", "H", "H", "H", "H", "H", "H", "H", "H", "H", "H", "H", "H", "H", "H"], "xyz": [[-0.93720, 1.70637, 0.64665], [-1.31223, 0.36407, 0.86905], [-0.55793, -0.15077, 1.92867], [0.72361, -0.64020, 1.51721], [1.67995, 0.01431, 1.12576], [2.58437, -0.74242, 0.89109], [2.16591, -2.03439, 1.00753], [0.95221, -1.86731, 1.17147], [3.89502, -0.17241, 0.33055], [4.28208, 1.11476, 0.46966], [5.42841, 1.84600, 0.11298], [6.30674, 0.82185, -0.44201], [6.13858, -0.82385, -0.50760], [4.91589, -1.04559, 0.01786], [4.64496, -2.19775, -0.18359], [7.14000, -1.35155, -0.73527], [8.23816, -0.50680, -1.04352], [7.65371, 0.87732, -0.68730], [8.59921, -0.25453, -2.22195], [9.05647, -0.51002, -0.35555], [5.67734, 2.69197, 0.04271], [3.36422, 1.93474, 0.98555], [-0.67748, 0.58131, 2.84201], [-1.30168, -1.09731, 2.44812], [-1.56791, -0.31151, -0.54595], [-2.78239, -0.23554, -1.09760], [-3.96571, -1.12203, -0.44702], [-5.04592, -1.11177, -1.35627], [-6.05312, -0.10220, -1.53302], [-6.81568, -0.40922, -2.14829], [-6.45630, 0.63576, -0.51164], [-5.44021, 0.89445, 0.26218], [-4.46026, -0.21993, 0.75711], [-3.67069, -0.04150, 1.31154], [-5.09914, -1.06308, 1.30988], [-5.83689, 1.52302, 1.32545], [-4.80080, 1.72811, -0.26585], [-5.40612, 0.69788, -1.95942], [-4.71511, -1.66820, -2.22983], [-5.80389, -1.89562, -0.71052], [-2.95300, 0.74286, -1.06447], [-2.87460, -0.63122, -1.83792], [-1.65773, -1.56685, 0.05001], [-0.76056, -0.46614, -0.95535], [-1.19872, 2.39422, 1.37444], [-1.44168, 2.06241, -0.24643], [0.14612, 1.60828, 0.28889]], "nbo_charge": [-0.4221, -0.4810, -0.2613, 0.4579, -0.4991, 0.3138, -0.1522, -0.2086, -0.1679, -0.1128, -0.2894, 0.2866, 0.3153, -0.2554, 0.2037, -0.4403, 0.2225, -0.5340, 0.1988, 0.1988, 0.1872, 0.2024, 0.2567, 0.2049, -0.1368, -0.2729, -0.3782, -0.2499, -0.0903, 0.2077, -0.4962, -0.0747, -0.2683, 0.2208, 0.1870, 0.1924, 0.1415, 0.1258, 0.2242, 0.1545, 0.1888, 0.1815, 0.1695, 0.1805, 0.1978, 0.1829, 0.1878], "orbital_gap_ha": 0.296, "homo_ev": -7.43}


*x*
{"formula": "C17H22N4O4", "method": "the ωB97M-V functional and the def2-TZVPD basis", "elements": ["C", "C", "C", "C", "C", "C", "C", "N", "C", "O", "N", "C", "C", "O", "N", "C", "O", "N", "C", "C", "C", "C", "O", "C", "C", "H", "H", "H", "H", "H", "H", "H", "H", "H", "H", "H", "H", "H", "H", "H", "H", "H", "H", "H", "H", "H", "H"], "xyz": [[5.87118, 3.16809, -0.27086], [5.09232, 1.89416, -0.15037], [3.84650, 1.76631, -0.75386], [3.11418, 0.60215, -0.63355], [3.61220, -0.47428, 0.09616], [2.76284, -1.72875, 0.19533], [3.42542, -2.90040, 0.91990], [2.27836, -2.13873, -1.10798], [0.94221, -2.00649, -1.25539], [0.26679, -2.23235, -2.22398], [0.45197, -1.59288, -0.00549], [-0.92483, -1.22224, 0.18092], [-1.16122, 0.14010, -0.44139], [-0.28064, 0.80888, -0.92429], [-2.45520, 0.60580, -0.44454], [-3.61197, 0.00147, 0.06974], [-3.60390, -1.05765, 0.64922], [-4.72116, 0.73944, -0.14976], [-6.04149, 0.31603, 0.28430], [-6.94278, 0.09563, -0.92781], [-6.62939, 1.35176, 1.23872], [1.44533, -1.37199, 0.90168], [1.30210, -0.99995, 2.03668], [4.84932, -0.34841, 0.71031], [5.57781, 0.82197, 0.58359], [5.79358, 3.57363, -1.27753], [6.92010, 3.00840, -0.03320], [5.47454, 3.91221, 0.42036], [3.44097, 2.59075, -1.32184], [2.14264, 0.53883, -1.10098], [3.58281, -2.64225, 1.96347], [4.37451, -3.15285, 0.45316], [2.77040, -3.76801, 0.87250], [2.88869, -2.32090, -1.88551], [-1.57379, -1.96269, -0.29300], [-1.14242, -1.18846, 1.25124], [-2.54953, 1.51093, -0.89099], [-4.66932, 1.60903, -0.65608], [-5.88849, -0.63098, 0.81047], [-7.91325, -0.27217, -0.60787], [-6.49977, -0.63478, -1.59990], [-7.08828, 1.02833, -1.46990], [-7.59193, 1.01181, 1.60931], [-5.96614, 1.50454, 2.08620], [-6.77200, 2.30288, 0.72887], [5.25982, -1.15503, 1.29587], [6.54088, 0.89912, 1.06807]], "nbo_charge": [-0.6269, -0.0120, -0.2124, -0.1444, -0.0631, 0.0119, -0.6077, -0.6208, 0.8048, -0.6155, -0.4762, -0.3313, 0.7031, -0.5888, -0.6581, 0.7985, -0.6379, -0.6207, -0.0558, -0.6102, -0.6097, 0.7151, -0.5777, -0.1908, -0.2141, 0.2176, 0.2144, 0.2219, 0.2091, 0.2293, 0.2323, 0.2158, 0.2245, 0.4210, 0.2676, 0.2724, 0.4052, 0.3875, 0.2353, 0.2157, 0.2198, 0.1979, 0.2160, 0.2192, 0.1978, 0.2127, 0.2077], "orbital_gap_ha": 0.347, "homo_ev": -8.88}


Tell me which of them is the least stable. Sure, it is *w*.


*w*
{"formula": "C17H19NO2", "method": "the ωB97M-V functional and the def2-TZVPD basis", "elements": ["C", "C", "C", "N", "O", "O", "H", "H", "H", "H", "H", "H", "C", "C", "C", "C", "C", "C", "C", "C", "C", "C", "C", "C", "C", "C", "H", "H", "H", "H", "H", "H", "H", "H", "H", "H", "H", "H", "H"], "xyz": [[-0.69903, -2.19529, -3.13804], [-0.03177, -0.93922, -2.80078], [-0.59708, 0.38950, -2.99604], [1.34512, -1.02570, -2.79715], [2.03002, 0.03150, -2.88377], [1.86165, -2.16773, -2.67165], [-1.77532, -2.03958, -3.26193], [-0.30947, -2.63793, -4.07258], [-0.54381, -2.93701, -2.34477], [-1.68014, 0.31275, -3.14999], [-0.43121, 1.01046, -2.10455], [-0.15735, 0.91227, -3.86248], [3.59615, 3.45764, 2.11136], [2.61121, 2.40956, 1.70001], [2.84631, 1.68384, 0.52750], [1.95012, 0.72907, 0.10092], [0.72989, 0.45860, 0.78933], [-0.17213, -0.46239, 0.18090], [-1.43683, -0.86565, 0.70822], [-1.95884, -2.14295, 0.34186], [-3.13285, -2.63220, 0.89772], [-3.82395, -1.88467, 1.86455], [-3.36673, -0.60267, 2.20275], [-2.22851, -0.07465, 1.59867], [0.57275, 1.12566, 2.04690], [1.46660, 2.10849, 2.45513], [3.20500, 4.06637, 2.92992], [4.54634, 3.01351, 2.43832], [3.82963, 4.11526, 1.26450], [3.74300, 1.87909, -0.06397], [2.16562, 0.16895, -0.80280], [0.24553, -1.07044, -0.62468], [-1.38298, -2.74193, -0.36757], [-3.50889, -3.60964, 0.59084], [-4.71332, -2.29809, 2.34300], [-3.90686, -0.01487, 2.94856], [-1.93820, 0.95536, 1.80981], [-0.24396, 0.85125, 2.71087], [1.29433, 2.66349, 3.38113]], "nbo_charge": [-0.6456, 0.0307, -0.6438, 0.4158, -0.5372, -0.5282, 0.2058, 0.2322, 0.2156, 0.2072, 0.2080, 0.2281, -0.6446, 0.0726, -0.2385, -0.0816, -0.1913, 0.0255, -0.0635, -0.1387, -0.2284, -0.1545, -0.2302, -0.1693, -0.0727, -0.2621, 0.2188, 0.2367, 0.2338, 0.2298, 0.2643, 0.2543, 0.2291, 0.2275, 0.2236, 0.2240, 0.2206, 0.2073, 0.2189], "orbital_gap_ha": 0.144, "homo_ev": -6.44}


*x*
{"formula": "C17H19NO2", "method": "the ωB97M-V functional and the def2-TZVPD basis", "elements": ["C", "O", "C", "C", "C", "C", "C", "C", "N", "C", "O", "C", "C", "C", "C", "C", "C", "C", "C", "C", "H", "H", "H", "H", "H", "H", "H", "H", "H", "H", "H", "H", "H", "H", "H", "H", "H", "H", "H"], "xyz": [[-3.62844, -1.44975, -0.93327], [-4.31216, -0.69685, 0.03562], [-3.47276, -0.22069, 1.06515], [-2.45886, 0.79147, 0.58805], [-2.87389, 1.87395, -0.17961], [-1.94717, 2.79219, -0.63712], [-0.60296, 2.65441, -0.33795], [-0.18049, 1.57233, 0.42562], [1.15960, 1.34614, 0.75312], [2.27825, 1.90549, 0.20737], [2.28145, 2.85811, -0.53797], [3.54643, 1.16805, 0.60825], [3.76418, -0.02705, -0.34246], [2.59289, -0.96819, -0.31245], [1.59884, -0.89304, -1.28123], [0.48371, -1.70878, -1.21322], [0.34825, -2.61428, -0.17447], [1.33591, -2.70394, 0.79186], [2.44963, -1.88481, 0.72323], [-1.11492, 0.64492, 0.88237], [-4.37474, -1.77738, -1.65415], [-3.14627, -2.32678, -0.48226], [-2.86417, -0.85121, -1.44234], [-4.15043, 0.24324, 1.78897], [-2.95787, -1.06304, 1.55369], [-3.92140, 1.97717, -0.41877], [-2.27200, 3.63061, -1.23489], [0.11900, 3.36712, -0.69851], [1.30344, 0.52573, 1.32683], [4.38833, 1.85466, 0.51783], [3.47879, 0.81932, 1.64017], [3.90486, 0.35617, -1.35425], [4.67454, -0.54980, -0.04097], [1.69674, -0.18210, -2.08887], [-0.28193, -1.63711, -1.97133], [-0.52156, -3.25217, -0.12084], [1.23918, -3.41287, 1.60155], [3.21856, -1.95869, 1.48022], [-0.78055, -0.20252, 1.46704]], "nbo_charge": [-0.2531, -0.5296, -0.0807, -0.0404, -0.2268, -0.1882, -0.2654, 0.2378, -0.6289, 0.6837, -0.6060, -0.4817, -0.4149, -0.0311, -0.1661, -0.2128, -0.2263, -0.2107, -0.2362, -0.2708, 0.1954, 0.1584, 0.1730, 0.2014, 0.1646, 0.2186, 0.2143, 0.2527, 0.4039, 0.2386, 0.2071, 0.2228, 0.2197, 0.2120, 0.2172, 0.2147, 0.2153, 0.2105, 0.2078], "orbital_gap_ha": 0.336, "homo_ev": -8.42}


Tell me which of them is the least stable. Sure, it is *w*.